The following is a quantum chemistry calculation of C19H32N4O4 in the gas phase, from OMol25.

Structure (XYZ):
```
59
Properties=species:S:1:pos:R:3:forces:R:3:nbo_charge:R:1
C -4.076591 -2.584513 1.392172 0.189 -0.052 -0.149 -0.61
C -3.305431 -2.429896 0.087657 -0.171 0.190 0.055 -0.42
C -3.686044 -1.144161 -0.644539 0.080 -0.202 0.023 -0.21
N -3.506856 0.058288 0.155716 -0.026 0.044 -0.057 -0.46
C -4.161411 1.214914 -0.432493 -0.346 -0.143 0.216 -0.21
C -5.647608 1.258124 -0.066719 0.172 0.251 -0.175 -0.40
C -6.303174 2.544676 -0.551797 0.016 -0.240 0.051 -0.60
C -2.159488 0.301322 0.605308 0.247 0.051 -0.231 -0.22
C -1.102546 0.516371 -0.506915 -0.673 -0.194 0.127 -0.25
N 0.179012 0.897036 0.040842 0.353 0.220 0.246 -0.57
C 0.992038 -0.031561 0.572275 0.339 0.290 0.088 0.12
C 2.205419 -0.033605 1.268710 -0.243 0.333 -0.075 0.12
N 3.058928 0.898235 1.751235 -0.395 -0.275 0.033 -0.40
C 3.166706 2.207992 1.135926 0.029 0.245 -0.038 -0.22
C 4.480176 2.278736 0.319404 -0.123 0.048 -0.229 -0.24
N 4.871501 0.939770 -0.059564 0.099 0.019 0.047 -0.45
C 4.326086 0.427005 -1.200187 0.275 -0.049 -0.026 0.90
O 3.714123 1.098501 -1.998426 -0.303 0.082 -0.301 -0.66
O 4.609573 -0.876629 -1.354401 0.058 0.131 0.312 -0.52
C 4.115882 -1.491434 -2.545531 -0.333 -0.101 -0.494 -0.07
C 2.651993 -1.883260 -2.417848 0.370 0.172 0.161 -0.64
C 5.270926 0.116025 1.063936 0.117 -0.194 0.126 -0.24
C 4.328215 0.410119 2.254681 0.274 -0.171 0.123 -0.24
C 2.207749 -1.499817 1.379283 0.441 -0.414 0.436 0.42
O 2.921214 -2.313228 1.923824 -0.195 0.173 -0.232 -0.57
C 0.929707 -1.503498 0.569564 -0.400 -0.360 -0.389 0.43
O 0.186152 -2.326184 0.083817 0.179 0.188 0.185 -0.58
H -3.766187 -3.487148 1.912622 -0.028 -0.084 0.097 0.21
H -3.901423 -1.728703 2.038151 -0.028 0.059 0.128 0.21
H -5.145025 -2.647400 1.196524 -0.157 0.006 0.044 0.20
H -3.536315 -3.267555 -0.573997 0.090 -0.006 -0.045 0.21
H -2.232204 -2.460489 0.276338 0.038 -0.045 -0.075 0.22
H -3.128410 -1.086797 -1.595378 -0.083 0.011 -0.017 0.16
H -4.748810 -1.196226 -0.892296 0.028 -0.021 -0.100 0.19
H -3.691342 2.119256 -0.036909 0.042 0.027 -0.044 0.19
H -4.054107 1.235363 -1.529955 0.041 0.080 0.018 0.17
H -6.163458 0.403453 -0.505233 -0.017 -0.085 0.050 0.20
H -5.736700 1.177947 1.017479 0.023 -0.075 0.016 0.20
H -6.216462 2.633301 -1.632852 -0.033 0.082 -0.123 0.20
H -5.828451 3.412672 -0.098817 0.022 0.133 0.023 0.20
H -7.358454 2.556653 -0.290799 -0.103 0.086 -0.023 0.21
H -2.179589 1.186853 1.250679 0.074 -0.058 0.010 0.19
H -1.838445 -0.545519 1.215021 0.098 0.027 0.084 0.21
H -1.427595 1.301891 -1.193087 0.023 -0.094 -0.029 0.20
H -0.966929 -0.413205 -1.059940 -0.023 0.111 -0.081 0.23
H 0.260765 1.851688 0.362395 0.080 -0.177 -0.039 0.39
H 3.157548 2.976334 1.916647 -0.036 0.004 -0.108 0.20
H 2.317639 2.359939 0.472016 0.036 0.027 0.012 0.21
H 4.336012 2.866039 -0.587251 0.053 0.034 0.172 0.25
H 5.290932 2.712491 0.908782 -0.046 0.010 -0.016 0.20
H 4.748010 -2.370901 -2.682002 -0.044 0.128 -0.002 0.19
H 4.251751 -0.798380 -3.382247 0.061 -0.159 0.117 0.20
H 2.504458 -2.532214 -1.558234 -0.044 -0.114 0.036 0.22
H 2.037822 -0.993514 -2.299497 -0.080 0.054 -0.019 0.22
H 2.337593 -2.409277 -3.314563 -0.070 -0.078 -0.097 0.22
H 5.197831 -0.930191 0.771029 0.041 0.103 0.119 0.25
H 6.309003 0.341072 1.329469 -0.042 -0.081 0.044 0.20
H 4.743907 1.181143 2.907848 -0.023 -0.047 0.006 0.20
H 4.160399 -0.497890 2.832139 0.078 0.100 0.010 0.25
```
Positions in Å, forces in eV/Å.

Output
**HOMO level**: -7.78 eV
**2S+1**: 1
**E_LUMO**: 0.47 eV
**Frontier orbital gap**: 8.3 eV
**Calculated total energy**: -1263.158156 Ha
**Energy relative to the best compared isomer or geometry (same formula, charge and spin)**: 66.6 kcal/mol
**Structure (SMILES)**: CCCN(CCC)CCNc1c(N2CCN(C(=O)OCC)CC2)c(=O)c1=O